Entry 1:
{"formula": "C20H25BO4S2", "method": "ωB97M-V/def2-TZVPD", "elements": ["C", "C", "C", "C", "C", "B", "O", "C", "C", "C", "C", "O", "C", "O", "O", "H", "H", "H", "H", "H", "H", "H", "H", "H", "H", "H", "H", "H", "H", "C", "C", "C", "C", "C", "S", "C", "C", "C", "S", "C", "C", "H", "H", "H", "H", "H", "H", "H", "H", "H", "H", "H"], "xyz": [[7.251, -0.835, 0.186], [6.158, 0.114, 0.230], [6.198, 1.497, 0.209], [4.845, 1.943, 0.255], [4.060, 0.798, 0.336], [2.446, 0.450, 0.272], [2.110, -0.341, 1.436], [0.747, -0.549, 1.265], [0.384, 0.130, -0.107], [-0.987, -0.118, -0.566], [1.220, -0.509, -1.311], [2.533, -0.256, -1.021], [0.624, 1.686, -0.020], [1.970, 1.841, 0.222], [4.889, -0.328, 0.284], [8.164, -0.260, 0.180], [7.260, -1.479, 1.059], [7.227, -1.438, -0.715], [7.090, 2.116, 0.163], [4.470, 2.963, 0.244], [0.516, -1.635, 1.246], [0.192, -0.045, 2.085], [-1.000, 0.445, -1.502], [-0.866, -1.194, -0.642], [-1.166, 0.604, 0.375], [1.023, -1.598, -1.356], [0.919, -0.029, -2.265], [0.326, 2.156, -0.978], [0.027, 2.078, 0.824], [-4.394, -0.520, -3.842], [-3.846, -1.652, -3.224], [-3.291, -1.535, -1.943], [-3.183, -0.292, -1.316], [-2.265, -0.125, 0.060], [-3.178, 1.212, 0.924], [-3.016, 0.948, 2.693], [-3.447, -0.391, 3.243], [-2.546, -1.447, 2.660], [-2.784, -1.709, 0.901], [-3.867, 0.781, -1.869], [-4.426, 0.695, -3.154], [-4.880, -0.614, -4.801], [-3.897, -2.622, -3.701], [-3.011, -2.455, -1.430], [-1.961, 1.120, 2.894], [-3.617, 1.756, 3.118], [-3.294, -0.366, 4.320], [-4.498, -0.596, 3.043], [-1.489, -1.209, 2.807], [-2.765, -2.433, 3.087], [-4.047, 1.688, -1.292], [-4.930, 1.562, -3.566]], "forces_ev_per_a": [[0.514, -0.485, -0.034], [-0.124, 2.319, -0.106], [0.158, -1.069, -0.054], [-0.997, -1.335, 0.312], [0.511, 0.236, 0.297], [8.443, 1.987, 0.492], [-1.239, -0.022, -0.430], [0.016, 0.160, -0.633], [1.241, 0.707, 0.910], [2.823, -0.524, -3.217], [-0.048, 0.464, 0.631], [-1.668, -0.220, -0.018], [0.397, -0.998, -0.211], [-1.486, -0.446, -0.019], [-0.161, 1.132, 0.305], [0.444, 0.046, -0.003], [0.028, -0.309, 0.140], [0.007, -0.298, -0.131], [-0.140, -0.263, -0.005], [0.090, -0.371, 0.034], [-0.229, 0.316, 0.002], [-0.216, -0.194, -0.154], [-0.519, -0.313, -0.017], [-0.284, -0.310, -0.584], [0.473, 0.075, 0.137], [-0.362, 0.097, 0.015], [-0.220, -0.174, 0.204], [-0.249, -0.032, 0.258], [-0.395, 0.226, -0.054], [0.130, -0.032, 0.499], [-0.230, 0.860, 0.534], [0.338, -0.312, -0.379], [-0.457, 0.050, 0.663], [-9.153, -1.986, 0.734], [0.065, 0.899, -0.227], [0.376, 0.136, 0.154], [0.292, 0.213, -0.173], [0.243, -0.470, 0.011], [0.448, 0.102, -0.028], [-0.003, 0.452, -0.372], [0.099, -0.708, 0.482], [0.109, 0.051, -0.165], [-0.020, 0.035, 0.046], [0.354, 0.284, -0.295], [0.002, 0.139, 0.580], [0.204, 0.090, -0.137], [-0.079, 0.009, 0.174], [-0.025, -0.031, -0.071], [-0.149, -0.148, 0.358], [0.211, 0.143, -0.097], [0.408, -0.073, -0.356], [0.027, -0.104, -0.003]], "gap_ha": 0.200, "e_above_lowest_kcal_mol": 0.0, "lumo_energy_ev": -0.587, "energy_ev": -51675.674, "spin_multiplicity": 1}


Entry 2:
{"formula": "C20H25BrO5", "method": "ωB97M-V/def2-TZVPD", "elements": ["C", "C", "C", "H", "H", "O", "C", "O", "C", "C", "C", "C", "C", "C", "C", "C", "C", "H", "H", "Br", "H", "H", "H", "C", "C", "C", "C", "O", "H", "H", "H", "H", "H", "H", "H", "C", "O", "C", "C", "H", "H", "H", "H", "H", "O", "H", "H", "H", "H", "H", "H"], "xyz": [[5.214, 1.664, -5.095], [4.355, 2.146, -4.218], [2.870, 1.975, -4.324], [2.618, 1.327, -5.169], [2.373, 2.944, -4.428], [2.323, 1.419, -3.120], [2.453, 0.092, -2.975], [2.949, -0.633, -3.795], [1.888, -0.368, -1.672], [1.534, 0.463, -0.689], [0.925, -0.024, 0.593], [-0.245, 0.849, 0.974], [-0.368, 1.366, 2.257], [-1.455, 2.147, 2.607], [-2.425, 2.414, 1.658], [-2.321, 1.917, 0.370], [-1.231, 1.137, 0.037], [-1.139, 0.751, -0.968], [-3.083, 2.139, -0.361], [-3.926, 3.491, 2.130], [-1.546, 2.545, 3.606], [0.394, 1.162, 2.996], [1.676, 0.031, 1.393], [0.475, -1.491, 0.439], [0.160, -2.113, 1.803], [-0.813, -3.286, 1.718], [-1.079, -3.893, 3.096], [-1.904, -5.030, 3.040], [-2.721, -4.797, 2.584], [-1.519, -3.132, 3.760], [-0.144, -4.237, 3.544], [-1.758, -2.938, 1.291], [-0.406, -4.052, 1.059], [-0.279, -1.344, 2.443], [1.090, -2.446, 2.269], [1.580, -2.260, -0.302], [1.215, -3.578, -0.453], [2.226, -4.416, -1.005], [1.705, -5.843, -1.005], [1.470, -6.156, 0.009], [0.802, -5.905, -1.605], [2.456, -6.508, -1.420], [2.462, -4.086, -2.022], [3.136, -4.333, -0.391], [1.818, -1.719, -1.596], [2.533, -2.179, 0.268], [-0.416, -1.528, -0.194], [1.650, 1.526, -0.821], [4.687, 2.689, -3.343], [6.275, 1.806, -4.987], [4.888, 1.107, -5.958]], "forces_ev_per_a": [[0.064, 0.051, -0.019], [-0.310, -0.043, 0.163], [0.135, 0.003, -0.383], [-0.004, 0.158, 0.091], [0.021, -0.173, 0.014], [-0.106, 0.160, 0.156], [0.090, -0.157, -0.188], [-0.104, 0.007, 0.099], [0.012, 0.095, 0.391], [0.138, -0.262, -0.105], [-0.048, -0.209, -0.195], [0.056, 0.043, 0.131], [0.000, -0.027, -0.146], [-0.182, 0.107, 0.013], [-0.150, 0.129, 0.099], [-0.112, 0.063, 0.047], [0.046, 0.001, 0.126], [0.006, -0.045, -0.139], [-0.058, 0.022, -0.043], [0.180, -0.129, -0.059], [-0.020, 0.037, 0.063], [0.098, -0.044, 0.060], [-0.075, -0.004, -0.003], [0.405, -0.190, 0.081], [-0.248, -0.111, -0.348], [0.143, -0.153, 0.432], [0.120, 0.434, -0.211], [-0.361, -0.373, -0.073], [0.068, -0.023, 0.052], [0.139, -0.052, -0.023], [-0.006, 0.101, 0.001], [-0.056, 0.004, -0.050], [-0.125, -0.004, 0.037], [0.087, 0.009, 0.056], [0.112, 0.034, 0.093], [-0.078, 0.257, 0.555], [-0.021, 0.088, -0.070], [0.163, -0.202, -0.131], [0.071, 0.457, 0.070], [-0.016, -0.088, 0.092], [-0.087, -0.058, -0.082], [0.056, -0.101, -0.043], [0.008, -0.023, 0.133], [-0.078, 0.023, -0.081], [-0.055, 0.046, -0.284], [-0.181, -0.013, -0.164], [-0.003, 0.051, -0.049], [0.058, 0.093, -0.138], [0.141, 0.090, 0.077], [0.199, 0.079, 0.046], [-0.130, -0.159, -0.148]], "gap_ha": 0.353, "e_above_lowest_kcal_mol": 0.0, "lumo_energy_ev": 0.683, "energy_ev": -101424.712, "spin_multiplicity": 1}


Entry 3:
{"formula": "C20H25F15NNaO13", "method": "ωB97M-V/def2-TZVPD", "elements": ["Na", "N", "O", "O", "O", "C", "C", "O", "C", "O", "C", "F", "F", "F", "H", "H", "H", "H", "H", "C", "C", "O", "C", "O", "C", "F", "F", "F", "H", "H", "H", "H", "H", "C", "C", "O", "C", "O", "C", "F", "F", "F", "H", "H", "H", "H", "H", "C", "C", "O", "C", "O", "C", "F", "F", "F", "H", "H", "H", "H", "H", "C", "C", "O", "C", "O", "C", "F", "F", "F", "H", "H", "H", "H", "H"], "xyz": [[1.096, -0.007, -0.252], [4.339, 1.350, -2.605], [3.299, 1.981, -2.545], [4.357, 0.152, -2.331], [5.318, 1.964, -2.955], [-3.009, -3.834, 5.754], [-2.562, -4.528, 4.440], [-1.282, -5.091, 4.543], [-0.212, -4.424, 4.063], [-0.326, -3.368, 3.444], [1.140, -5.167, 4.280], [0.912, -6.276, 5.030], [1.605, -5.521, 3.121], [2.019, -4.302, 4.861], [-2.989, -4.476, 6.634], [-4.005, -3.389, 5.754], [-2.333, -3.030, 6.045], [-2.705, -3.763, 3.677], [-3.294, -5.318, 4.276], [4.365, 7.404, 1.479], [3.807, 5.960, 1.619], [4.304, 5.409, 2.835], [3.792, 4.205, 3.145], [3.015, 3.469, 2.479], [4.114, 3.910, 4.610], [3.184, 4.451, 5.415], [4.207, 2.561, 4.884], [5.298, 4.505, 5.043], [3.904, 8.106, 2.174], [4.198, 7.833, 0.491], [5.434, 7.411, 1.689], [4.080, 5.287, 0.806], [2.723, 6.067, 1.641], [0.560, 0.631, -8.086], [0.370, 0.538, -6.542], [-0.603, 1.504, -6.173], [-1.304, 1.381, -4.993], [-1.069, 0.484, -4.187], [-2.584, 2.234, -4.944], [-2.681, 3.187, -5.883], [-3.650, 1.450, -4.842], [-2.571, 2.897, -3.805], [1.603, 0.444, -8.339], [0.314, 1.614, -8.487], [-0.059, 0.005, -8.730], [1.352, 0.844, -6.181], [0.322, -0.499, -6.211], [-2.577, 4.406, 3.871], [-2.583, 4.071, 2.392], [-3.752, 3.226, 2.097], [-3.614, 1.988, 1.801], [-2.508, 1.414, 1.720], [-4.970, 1.290, 1.494], [-5.897, 2.218, 1.284], [-4.851, 0.547, 0.366], [-5.244, 0.519, 2.540], [-2.505, 3.462, 4.409], [-3.528, 4.836, 4.186], [-1.819, 5.137, 4.151], [-1.621, 3.654, 2.097], [-2.623, 5.023, 1.863], [-2.034, -5.113, -3.413], [-1.256, -5.981, -2.388], [0.112, -6.221, -2.835], [1.083, -5.355, -2.625], [0.891, -4.219, -2.120], [2.478, -5.878, -3.020], [3.247, -5.756, -1.947], [2.500, -7.122, -3.501], [2.951, -5.089, -3.968], [-3.068, -5.243, -3.092], [-1.825, -5.432, -4.434], [-1.780, -4.065, -3.257], [-1.791, -6.928, -2.463], [-1.211, -5.640, -1.354]], "forces_ev_per_a": [[0.500, 0.196, -0.500], [0.177, 0.232, -0.210], [-3.584, 0.967, 0.731], [0.086, -1.775, 0.592], [2.720, 0.386, -0.635], [0.876, 0.003, 0.719], [-2.430, 1.408, 1.133], [1.796, -0.339, 0.025], [-2.112, 2.194, -1.263], [1.010, -2.124, 1.318], [-1.267, 0.698, 1.361], [0.894, 1.035, -0.292], [0.699, -0.461, -0.967], [-0.729, -1.242, -0.171], [-0.008, -0.489, -0.226], [-0.051, -0.182, -0.625], [0.163, 0.188, -0.356], [0.686, -0.357, -0.394], [0.479, -0.301, -0.304], [0.259, -0.634, 0.214], [-0.021, 1.731, -1.116], [-0.890, -1.638, 0.543], [-2.423, -1.224, -2.045], [3.050, 2.899, 2.300], [1.907, -0.637, 2.261], [-0.170, -0.485, -0.615], [-0.246, 2.035, -0.619], [-1.369, -1.126, -1.057], [-0.140, -0.283, 0.215], [-0.005, -0.387, -0.118], [0.037, -0.012, -0.153], [0.058, 0.225, -0.081], [-0.089, -0.529, 0.220], [-0.421, 0.132, -0.133], [2.212, 0.124, -1.766], [-2.100, 0.331, 1.843], [2.026, -3.691, -1.423], [-0.775, 2.453, -1.077], [0.533, 1.043, 0.819], [-0.253, -1.187, -0.346], [-0.250, -0.278, -1.240], [0.384, 0.800, 1.474], [-0.047, -0.121, 0.081], [0.226, 0.351, 0.520], [-0.112, -0.549, 0.498], [-0.187, 0.379, 0.559], [-1.181, 0.203, 0.311], [-0.825, -0.657, 0.202], [0.636, 0.835, 0.519], [-0.016, 2.284, 0.330], [3.979, -2.121, -0.914], [-3.026, 0.740, 0.125], [1.498, 0.519, -0.719], [-0.448, -0.558, 0.250], [-0.262, 0.270, 1.007], [-0.683, -0.199, -0.222], [0.453, 0.179, 0.359], [-0.128, 0.085, -0.231], [0.258, -0.363, -0.166], [-0.462, -0.709, -0.061], [-0.862, -0.334, -0.535], [0.751, 0.341, 1.844], [-0.148, 0.330, -1.388], [0.359, -0.861, -0.192], [-2.458, 3.344, 1.962], [1.150, -3.545, -1.616], [-0.432, 0.508, -0.171], [0.359, -0.490, 0.158], [-0.108, 0.074, 0.557], [0.356, 0.437, -0.494], [-0.212, 0.060, -0.590], [-0.238, -0.053, 0.169], [0.027, 0.026, -0.371], [0.782, -0.388, 0.411], [-0.213, 0.285, -0.228]], "gap_ha": 0.199, "e_above_lowest_kcal_mol": 13.2, "lumo_energy_ev": -1.504, "energy_ev": -94426.764, "spin_multiplicity": 1}